This record from the Open Molecules 2025 dataset describes a structure of composition C25H45ClIPY. The level of theory is ωB97M-V with the def2-TZVPD basis set.

Results
HOMO (alpha / beta) ... -1.98 / -1.98 eV
Orbital gap (alpha / beta) ... 4.127 / 4.128 eV

```
! RIJCOSX wB97M-V def2-TZVPD def2/J DEFGRID3
* xyz -1 1
Y 0.199 0.286 2.370
Cl -2.582 -0.116 2.427
P 0.160 0.243 -0.425
C -0.678 1.445 4.843
H 0.149 2.138 4.539
H -1.574 1.929 5.258
C 1.601 -0.690 -1.083
C 0.181 2.106 -0.717
C 2.958 -0.049 -0.770
H 1.530 -1.644 -0.511
C 4.059 -0.994 -1.265
H 3.022 0.925 -1.284
H 3.091 0.149 0.313
C 3.879 -1.345 -2.753
H 5.033 -0.541 -1.099
H 4.015 -1.923 -0.683
C 2.484 -1.908 -3.038
H 4.025 -0.440 -3.355
H 4.639 -2.064 -3.069
C 1.408 -0.948 -2.566
H 2.339 -2.090 -4.103
H 2.360 -2.866 -2.512
H 1.482 0.028 -3.090
H 0.407 -1.355 -2.777
C -1.436 -0.464 -1.073
C 0.603 2.461 -2.140
H -0.892 2.365 -0.553
C 0.283 3.927 -2.378
H 1.689 2.264 -2.249
H 0.092 1.820 -2.884
C 1.020 4.812 -1.370
H 0.551 4.185 -3.401
H -0.804 4.080 -2.268
C 0.723 4.402 0.079
H 2.100 4.727 -1.554
H 0.755 5.864 -1.534
C 1.011 2.901 0.312
H 1.324 5.007 0.772
H -0.329 4.610 0.302
H 2.076 2.701 0.172
H 0.742 2.658 1.377
C -1.530 -1.995 -1.156
H -2.172 -0.135 -0.290
C -2.951 -2.360 -1.580
H -0.811 -2.369 -1.911
H -1.271 -2.471 -0.210
C -3.352 -1.668 -2.889
H -3.042 -3.443 -1.679
H -3.639 -2.038 -0.786
C -3.167 -0.151 -2.816
H -2.731 -2.061 -3.708
H -4.389 -1.900 -3.136
C -1.762 0.206 -2.393
H -3.379 0.324 -3.770
H -3.862 0.269 -2.068
H -1.029 -0.135 -3.157
H -1.660 1.300 -2.317
C 0.222 -1.856 1.807
C -0.516 0.114 4.816
H 0.343 -2.481 0.830
C -1.549 -0.856 5.347
H 0.484 -0.368 4.555
C -1.104 -2.325 5.233
H -1.847 -0.626 6.386
H -2.478 -0.725 4.749
C -1.101 -2.870 3.795
H -0.095 -2.427 5.674
H -1.777 -2.942 5.827
C 0.240 -2.736 3.044
H -1.355 -3.939 3.813
H -1.916 -2.367 3.210
H 1.059 -2.310 3.760
H 0.609 -3.764 2.736
I -2.170 2.510 2.022
*
```


This record from the Open Molecules 2025 dataset describes a structure of composition C25H45N2P3SSeY. The level of theory is ωB97M-V with the def2-TZVPD basis set.

Results
HOMO ... -15.54 eV
Orbital gap ... 6.517 eV

```
! RIJCOSX wB97M-V def2-TZVPD def2/J DEFGRID3
* xyz 3 1
Y 1.033 1.165 -0.221
P -1.222 -1.182 0.022
P 2.049 -0.654 -2.299
P -1.777 2.620 1.449
H 1.711 4.393 -1.390
C 1.361 4.189 -0.325
C 1.822 3.271 0.688
H 2.661 2.611 0.428
C -2.759 -1.305 -1.056
C -0.618 -2.903 -0.221
C -2.013 -1.399 1.704
C 3.417 -0.407 -3.540
C 2.338 -2.461 -2.014
C 0.578 -0.657 -3.441
C -1.660 4.401 1.649
C -1.030 1.733 2.785
C -3.357 2.063 0.718
H 1.164 5.226 0.046
H 1.774 3.524 1.766
H -3.359 -2.221 -0.894
H -2.443 -1.307 -2.112
H -3.418 -0.435 -0.898
H -1.125 -3.613 0.452
H 0.456 -2.931 0.020
H -0.753 -3.231 -1.264
H -2.340 -2.435 1.905
H -2.880 -0.726 1.821
H -1.273 -1.155 2.483
H 4.051 -1.320 -3.528
H 4.018 0.424 -3.160
H 3.121 -0.181 -4.583
H 1.686 -3.124 -2.598
H 2.237 -2.746 -0.954
H 3.378 -2.680 -2.311
H 0.920 -0.866 -4.469
H 0.081 0.331 -3.465
H -0.162 -1.419 -3.142
H -2.568 4.758 2.160
H -1.510 4.962 0.710
H -0.804 4.617 2.301
H -1.229 2.184 3.770
H 0.063 1.587 2.676
H -1.403 0.713 2.865
H -4.181 2.753 0.961
H -3.579 1.051 1.078
H -3.249 1.996 -0.391
C -0.499 2.722 -3.325
C -1.775 2.273 -3.763
C -2.075 2.358 -5.145
C -1.055 2.629 -6.103
C 0.270 2.684 -5.612
C 0.602 2.618 -4.250
S -0.377 3.149 -1.651
H -1.186 2.401 0.121
H -2.552 1.868 -3.063
H -3.143 2.278 -5.440
H -1.223 2.803 -7.194
H 1.076 2.842 -6.315
H 1.651 2.519 -3.903
C 0.867 -0.466 4.891
N 1.206 -1.389 3.809
C 1.732 -1.040 2.599
Se 2.378 0.668 2.122
N 1.878 -2.216 1.914
C 1.352 -3.303 2.627
C 1.343 -4.671 2.360
C 0.903 -5.489 3.407
C 0.475 -4.953 4.629
C 0.478 -3.573 4.867
C 0.928 -2.766 3.833
H 1.349 0.504 4.732
H 1.197 -0.865 5.856
H -0.218 -0.291 4.939
H 2.265 -2.223 0.973
H 1.700 -5.032 1.391
H 0.899 -6.560 3.266
H 0.154 -5.594 5.441
H 0.192 -3.096 5.806
*
```


This record from the Open Molecules 2025 dataset describes a cluster of 2 separate species, C25H46BF2N5O7P in total. The level of theory is ωB97M-V with the def2-TZVPD basis set.

Results
HOMO ... -6.57 eV
Orbital gap ... 7.147 eV

```
! RIJCOSX wB97M-V def2-TZVPD def2/J DEFGRID3
* xyz -1 1
C -1.304 -3.053 5.006
C -1.534 -4.315 3.937
C -0.488 -4.097 2.670
C -1.318 -3.724 1.266
C -1.301 -2.069 1.022
C -2.370 -1.778 -0.182
C -3.089 -0.314 -0.162
N -2.226 0.851 0.257
C -2.165 1.116 1.777
O -1.010 1.037 2.456
O -3.432 1.448 2.510
C -1.552 1.711 -0.612
N -0.733 2.899 -0.251
C -1.464 4.079 0.285
C -1.323 4.388 1.881
C 0.038 4.757 2.714
N -2.509 4.373 2.628
N 0.500 2.651 0.289
C 1.393 3.754 -0.319
C 2.969 3.345 -0.438
C 3.561 2.427 0.782
C 4.008 3.459 1.991
N -1.701 1.368 -2.097
C -1.696 2.584 -2.981
C -3.085 2.461 -4.091
C -2.713 1.698 -5.606
O -3.586 1.012 -4.393
P -0.556 0.106 -2.590
C -1.298 -1.168 -3.800
C -0.704 -2.689 -3.666
C 1.142 0.772 -3.136
C 2.031 -0.562 -3.612
H -1.688 -3.347 6.093
H -1.770 -2.041 4.617
H -0.137 -2.922 5.093
H -2.662 -4.344 3.617
H -1.312 -5.336 4.504
H 0.090 -5.131 2.521
H 0.309 -3.257 2.949
H -0.840 -4.253 0.332
H -2.430 -4.104 1.425
H -1.647 -1.614 2.064
H -0.215 -1.675 0.839
H -3.243 -2.582 -0.049
H -1.837 -2.068 -1.191
H -3.969 -0.380 0.641
H -3.639 -0.175 -1.200
H -1.081 5.055 -0.287
H -2.606 3.977 -0.037
H 0.914 3.997 2.533
H 0.446 5.857 2.503
H -0.200 4.741 3.880
H -3.324 4.158 2.013
H 0.891 1.767 -0.153
H 0.955 3.906 -1.419
H 1.278 4.787 0.217
H 3.586 4.367 -0.412
H 3.191 2.898 -1.523
H 4.583 1.959 0.380
H 2.807 1.592 1.114
H 4.930 4.129 1.633
H 4.347 2.802 2.913
H 3.149 4.190 2.338
H -0.815 2.661 -3.744
H -1.974 3.596 -2.466
H -3.899 3.417 -4.109
H -1.603 1.331 -5.660
H -3.394 2.043 -6.494
H -2.483 -1.267 -3.726
H -1.055 -0.787 -4.891
H -1.629 -3.440 -3.731
H 0.031 -2.971 -4.557
H -0.237 -2.846 -2.605
H 1.040 1.447 -4.086
H 1.773 1.259 -2.263
H 3.187 -0.374 -3.550
H 1.782 -1.452 -2.865
H 1.706 -0.956 -4.681
B 4.668 -4.465 2.615
O 5.127 -5.732 2.036
C 4.076 -6.289 1.419
O 4.115 -7.357 0.830
C 2.924 -5.442 1.561
O 1.809 -5.662 1.115
O 3.248 -4.351 2.268
F 5.414 -3.354 2.043
F 4.831 -4.487 4.060
*
```


no.,maximum force (eV/Å)
1,4.006
2,3.231
3,8.927